[1]
# C19H22N2O5

The molecule C19H22N2O5 (ωB97M-V with the def2-TZVPD basis set, OMol25).

Output
E_LUMO: 0.0220 Ha
Energy: -33279.8785 eV
Highest occupied orbital energy: -8.1236 eV
SMILES: CCNC(=O)NC(=O)[C@@H](C)OC(=O)Cc1coc2cc3c(cc12)CCC3
Energy above the lowest of the compared OMol25 structures with the same formula, charge and spin: 6.2 kcal/mol

Geometry as ORCA input:
```
! wB97M-V def2-TZVPD RIJCOSX def2/J DEFGRID3
* xyz 0 1
H 1.912 -2.427 -0.590
H 1.840 -1.037 -4.501
N 0.476 -0.017 2.671
C 0.248 -1.705 -1.758
H -2.911 2.340 4.571
H -3.272 -1.040 1.130
C -3.481 0.821 -1.627
H -1.307 0.425 4.679
H 1.052 -2.616 -4.477
C 0.214 -1.238 -3.083
O 0.684 2.195 3.174
C -1.761 -0.062 -2.611
C 2.682 1.270 -0.911
H 3.023 -1.468 -2.480
C 2.338 -2.272 -2.750
H -0.667 -1.712 0.177
O -2.241 0.352 2.900
H -4.221 0.445 0.966
C -3.241 -0.004 0.788
H 3.575 -0.289 0.294
C 1.434 -2.599 -1.553
H 1.110 -3.643 -1.585
O 1.776 -1.418 1.464
C 1.572 -0.274 1.806
C -1.731 -0.506 -1.275
H -0.829 -0.056 -4.557
C -0.710 -1.353 -0.839
C 3.264 0.752 0.401
H -1.254 2.906 4.870
H -1.952 3.059 3.258
O -1.477 1.593 1.201
H -4.364 1.430 -1.603
C 1.383 -1.783 -3.850
H 3.435 1.236 -1.693
O -2.837 0.738 -2.813
C -2.225 0.751 1.618
C -1.915 2.436 4.148
H 2.345 2.298 -0.796
H 1.832 0.661 -1.211
H 1.962 1.704 1.788
H 2.930 -3.129 -3.068
N 2.285 0.800 1.463
H 4.127 1.354 0.699
C 0.037 1.175 3.164
C -0.790 -0.416 -3.541
C -1.365 1.063 3.790
H -0.105 -0.835 2.808
C -2.877 0.093 -0.655
*
```

Here are the Mulliken charges for atoms 1 to 6, given in e: atom 1 (H): 0.19, atom 2 (H): 0.37, atom 3 (N): -0.03, atom 4 (C): 0.20, atom 5 (H): 0.39, atom 6 (H): 0.32

[2]
# C19H22N2O6S

The molecule C19H22N2O6S (ωB97M-V with the def2-TZVPD basis set, OMol25).

Output
E_LUMO: 0.0165 Ha
Energy: -46160.0202 eV
Highest occupied orbital energy: -8.1653 eV
SMILES: CCCNS(=O)(=O)c1ccc(OCC(=O)Nc2ccc3c(c2)OCCO3)cc1
Energy above the lowest of the compared OMol25 structures with the same formula, charge and spin: 26.6 kcal/mol

Geometry as ORCA input:
```
! wB97M-V def2-TZVPD RIJCOSX def2/J DEFGRID3
* xyz 0 1
C 0.170 4.512 0.011
H -3.906 -2.853 -1.546
C 3.537 -0.479 0.695
H 1.174 2.566 1.075
C -3.347 -3.337 -0.745
C 5.548 -2.254 0.490
N -3.976 -1.503 0.826
H 3.138 2.227 -2.031
C 1.223 3.605 -0.649
H -1.496 -3.433 -1.852
H -0.468 4.937 -0.771
H -3.915 1.136 2.232
O 5.228 -1.537 -0.681
N 1.617 2.600 0.165
C 2.519 1.560 -0.092
O 3.613 -1.436 1.674
O 1.626 3.829 -1.768
H -1.025 2.764 -1.431
H 4.735 0.359 -2.343
H -2.188 2.895 2.687
H -4.712 -2.075 1.211
H -1.601 -4.592 -0.525
C 4.274 -2.610 1.255
H 0.694 5.333 0.510
O -5.858 0.085 0.499
C -2.164 -4.106 -1.319
H 6.198 -1.646 1.135
C -2.318 2.474 1.703
C 3.256 1.476 -1.269
C -3.266 1.505 1.455
S -4.615 -0.273 -0.117
O -4.613 -0.608 -1.514
C 4.144 0.434 -1.445
H -2.253 -1.535 -0.268
H 2.083 0.608 1.794
H 4.499 -3.178 2.159
C -2.603 1.450 -0.856
H -2.741 1.034 -1.842
C -3.400 0.999 0.174
H -2.315 -2.713 1.057
H 6.082 -3.149 0.170
C 4.307 -0.541 -0.470
H -2.509 -4.868 -2.012
C -1.647 2.424 -0.618
H 3.614 -3.198 0.602
H -4.019 -4.028 -0.229
O -0.588 3.887 1.024
C -2.891 -2.262 0.241
C -1.503 2.940 0.667
C 2.657 0.577 0.881
*
```

Here are the Mulliken charges for atoms 1 to 6, given in e: atom 1 (C): -0.60, atom 2 (H): 0.27, atom 3 (C): 0.38, atom 4 (H): 0.16, atom 5 (C): -0.15, atom 6 (C): -0.46

[3]
# C19H22N2O6S

The molecule C19H22N2O6S (ωB97M-V with the def2-TZVPD basis set, OMol25).

Output
E_LUMO: 0.0106 Ha
Energy: -46160.6666 eV
Highest occupied orbital energy: -8.2653 eV
SMILES: CCOC(=O)c1ccccc1NC(=O)CN(c1cccc(OC)c1)S(C)(=O)=O
Energy above the lowest of the compared OMol25 structures with the same formula, charge and spin: 11.7 kcal/mol

Geometry as ORCA input:
```
! wB97M-V def2-TZVPD RIJCOSX def2/J DEFGRID3
* xyz 0 1
O 2.320 0.511 0.972
N -0.038 -0.108 2.314
N 1.186 0.158 -0.982
H 0.251 0.059 -1.385
C -0.073 0.551 1.029
C 2.183 -0.141 -1.895
O -4.128 2.035 3.851
H -0.873 0.159 0.388
C 1.286 0.375 0.349
H 2.722 -0.727 2.619
H -1.575 1.089 -5.122
C -4.487 2.414 2.545
C -1.075 -0.983 -5.417
H -1.363 -0.074 6.650
C -0.685 -0.126 4.629
H 5.543 -0.427 -2.196
C -2.102 0.970 3.025
O -0.247 -2.539 3.061
C 2.210 -1.575 3.056
C 3.535 -0.134 -1.550
H -0.831 0.739 -6.689
H -3.402 1.236 6.129
C -0.947 0.244 3.315
O 0.767 -2.002 0.890
H -4.625 1.543 1.897
H -2.319 1.237 2.004
C -1.527 0.373 -5.938
C 1.818 -0.463 -3.221
S 0.585 -1.677 2.278
H 0.196 -0.698 4.857
H 2.088 -1.466 4.124
H 2.722 -2.499 2.821
C 4.149 -0.751 -3.791
H -1.033 -1.720 -6.222
C 0.407 -0.497 -3.649
H -5.434 2.942 2.643
C -2.707 0.952 5.355
C 2.819 -0.764 -4.149
C 4.503 -0.437 -2.485
H -3.745 3.085 2.101
H -2.514 0.281 -6.383
H 4.909 -0.985 -4.520
C -2.980 1.328 4.041
H 2.530 -1.007 -5.159
H 3.809 0.108 -0.537
H -0.223 1.623 1.195
O 0.256 -0.927 -4.902
H -1.749 -1.331 -4.627
C -1.570 0.223 5.633
O -0.543 -0.178 -2.953
*
```

Here are the Mulliken charges for atoms 1 to 6, given in e: atom 1 (O): -0.76, atom 2 (N): 0.32, atom 3 (N): 0.02, atom 4 (H): 0.20, atom 5 (C): -0.71, atom 6 (C): 0.41

[4]
# C19H22N2ReTe

A structure of composition C19H22N2ReTe (ωB97M-V with the def2-TZVPD basis set, OMol25).

Output
E_LUMO (alpha / beta): -0.2854 / -0.3161 Ha
Energy: -32443.5554 eV
Highest occupied orbital energy (alpha / beta): -14.0149 / -14.5272 eV
Energy above the lowest of the compared OMol25 structures with the same formula, charge and spin: 0.0 kcal/mol

Geometry as ORCA input:
```
! wB97M-V def2-TZVPD RIJCOSX def2/J DEFGRID3
* xyz 2 4
H -1.055 -0.743 1.757
H -0.808 -2.966 -0.835
H -2.975 0.345 0.358
H 2.263 -2.246 5.207
C 0.135 1.563 -4.367
C 2.237 -1.297 4.659
H -2.989 -0.979 -0.799
C -0.152 -1.597 -4.398
C 0.025 3.517 -2.898
N -0.470 -1.368 -2.059
H -0.223 -3.615 -5.080
C 0.239 2.943 -4.150
Te 1.851 -0.065 0.340
C -0.634 -2.681 -1.844
H -0.643 -1.106 3.441
H -2.961 0.702 -1.361
C -0.307 -2.977 -4.194
C -0.147 0.729 -3.269
H 2.296 2.061 2.696
H 0.091 4.576 -2.748
H 0.491 3.559 -5.019
Re -0.410 -0.006 -0.733
C 2.221 -0.088 5.361
N -0.358 1.390 -2.075
C 2.240 1.124 4.665
C -1.282 0.839 2.857
C -0.563 -3.521 -2.932
C -2.544 0.015 -0.602
H -2.200 1.406 3.082
C -0.291 2.710 -1.833
C -1.382 -0.618 2.802
H -2.372 -1.094 2.959
H -0.708 -4.579 -2.795
H 0.032 -1.091 -5.372
H -0.483 3.017 -0.827
C 2.142 -0.083 2.566
H 2.267 2.072 5.214
C -0.256 -0.748 -3.275
H 0.257 1.044 -5.332
C 2.232 1.129 3.258
H 2.200 -0.089 6.460
H 2.280 -2.229 2.687
H -0.430 1.311 3.402
H -1.083 1.033 1.776
C 2.225 -1.297 3.252
*
```

Here are the Mulliken charges for atoms 1 to 6, given in e: atom 1 (H): -0.43, atom 2 (H): 0.57, atom 3 (H): 0.43, atom 4 (H): 0.39, atom 5 (C): -0.71, atom 6 (C): -0.38

energy of number 4 (C19H22N2ReTe)?
-32443.5554 eV